{"formula": "CF3MgNO4PtS3", "method": "ωB97M-V/def2-TZVPD", "species": ["Mg", "N", "S", "O", "C", "F", "F", "F", "Pt", "S", "O", "S", "O", "O"], "positions_angstrom": [[-2.20519, -0.14420, -1.42946], [-1.39989, 1.38707, -0.55768], [-0.24852, 1.33459, 0.37934], [0.52797, 0.07220, 0.78213], [1.22482, 2.09347, -0.47677], [1.40672, 3.32832, -0.03504], [0.98419, 2.10054, -1.79146], [2.32853, 1.37814, -0.29934], [0.42913, -1.48639, -0.09816], [-0.16799, -3.96814, 1.07535], [1.18671, -3.37187, 0.35786], [-2.10895, -2.83160, 0.73928], [-1.47063, -1.83577, -0.38538], [-0.48691, 1.94363, 1.73934]], "forces_ev_per_angstrom": [[1.6, -0.3, 1.8], [-0.4, -1.3, -1.1], [-0.9, 2.2, 4.8], [-0.7, 4.6, 1.7], [-0.5, 0.1, 0.0], [0.3, 0.2, -0.2], [0.1, 0.4, -0.2], [0.3, 0.3, 0.2], [4.1, -3.9, -2.0], [1.9, 0.5, -0.9], [-3.6, -1.8, 0.8], [1.0, -0.5, -0.2], [-4.0, 0.0, -1.2], [0.8, -0.4, -3.4]], "lowdin_charge": [1.0565, -0.4143, 0.5009, -0.6131, -0.6957, 0.1449, 0.1000, 0.1228, 0.9437, 0.5819, -0.7742, 0.5154, -1.1210, -0.3476], "relative_energy_ev": 0.000, "spin_multiplicity": 3, "e_homo_ha": [-0.28547, -0.29912], "charge": 0, "e_lumo_ev": [-2.71, -2.96]}

{"formula": "H22O11", "method": "ωB97M-V/def2-TZVPD", "species": ["O", "H", "H", "O", "H", "H", "O", "H", "H", "O", "H", "H", "O", "H", "H", "O", "H", "H", "O", "H", "H", "O", "H", "H", "O", "H", "H", "O", "H", "H", "O", "H", "H"], "positions_angstrom": [[-0.07070, -0.38255, -0.36388], [0.45330, 0.42445, -0.13988], [0.44730, -0.80255, -1.03388], [1.25030, 1.98745, -0.10688], [2.09730, 1.65645, -0.35588], [0.85430, 2.21745, -0.96188], [0.07430, -4.34755, -1.45088], [0.43130, -3.59655, -1.90288], [-0.36570, -4.84555, -2.16688], [2.99830, 2.03445, 2.13712], [2.41130, 1.33345, 1.82512], [2.58130, 2.29745, 2.95412], [-2.21970, 0.57945, -1.90988], [-2.36770, -0.17755, -1.39788], [-1.51770, 0.94945, -1.39988], [-2.31370, 2.41445, 0.57412], [-2.83170, 3.09645, 1.03612], [-1.36870, 2.66145, 0.65712], [1.92430, -0.58055, 1.58412], [1.53330, -0.82055, 2.41512], [1.16730, -0.76855, 1.04312], [-0.83070, -2.57655, 0.88412], [-0.67770, -1.67355, 0.57512], [-0.60370, -3.14455, 0.14612], [-3.14670, -0.89055, 0.17012], [-2.53170, -0.72055, 0.89112], [-2.91970, -1.77355, -0.11788], [1.21830, -2.12455, -2.34188], [2.12630, -1.93455, -2.49688], [0.79330, -1.64355, -3.05088], [0.07430, 3.68545, 1.53112], [0.60030, 3.16245, 0.93512], [0.72930, 4.30345, 1.83912]], "forces_ev_per_angstrom": [[0.3, 1.5, 0.8], [-0.7, -0.3, 0.0], [0.5, -0.9, -0.9], [-1.1, 0.0, -1.0], [1.5, -0.2, 0.1], [-0.1, 0.2, 0.1], [-1.0, -1.3, -0.2], [0.6, 0.8, -0.3], [0.2, 0.2, 0.7], [0.0, 0.1, -0.3], [0.2, -0.4, 0.1], [0.0, 0.3, 0.4], [0.3, 1.4, -2.3], [-1.0, -1.8, 1.3], [0.5, 0.8, 0.4], [0.4, 0.1, 0.0], [0.6, -0.3, -0.2], [-1.2, 0.3, 0.4], [0.4, 0.3, 0.1], [0.2, -0.2, 1.2], [-0.6, -0.3, -1.0], [-0.3, 0.0, 0.6], [0.0, -0.3, -0.1], [0.1, -0.4, -0.3], [-0.2, 0.1, 0.0], [-0.2, 0.0, 0.0], [0.1, -0.5, 0.2], [-0.8, 0.5, 0.0], [1.5, -0.1, 0.1], [-0.6, 0.1, -0.4], [-0.4, 0.4, 0.4], [0.5, -0.6, -0.3], [0.1, 0.6, 0.4]], "lowdin_charge": [-0.0662, 0.0344, 0.0241, -0.0261, 0.0749, 0.1071, -0.0532, -0.0427, 0.0636, -0.0590, -0.0216, 0.0336, -0.0465, -0.0528, -0.0303, -0.0630, 0.0519, -0.0035, -0.0221, 0.0607, -0.0139, -0.0598, -0.0336, 0.0001, -0.0423, 0.0399, 0.0372, -0.0018, 0.0674, 0.0834, -0.0494, -0.0359, 0.0453], "relative_energy_ev": 1.985, "e_homo_ha": -0.37557, "charge": 0, "smiles": "O.O.O.O.O.O.O.O.O.O.O", "e_lumo_ev": -0.62}